No. 1
# C25H53ClF3NO5P

A 2-piece molecular cluster, C25H53ClF3NO5P overall (the ωB97M-V functional and the def2-TZVPD basis, the OMol25 dataset).

Structure (ORCA input):
```
! RIJCOSX wB97M-V def2-TZVPD def2/J DEFGRID3
* xyz -1 1
C -0.8989 -0.7242 -1.2400
C -3.8248 -1.6796 0.7633
H -2.4180 -2.0918 -1.1936
H 0.9379 -0.9024 -0.1668
H -0.7702 -4.9444 1.9232
H -4.6780 -4.2873 0.9119
P 0.1216 1.7780 -0.7887
C 1.7993 -2.4029 -3.4241
H -4.5432 -2.1657 0.1013
H -2.2908 3.0549 -2.4481
H 4.5095 1.1185 1.5921
O -5.5594 -4.2728 1.2996
H 5.2715 0.7356 -0.7246
H 0.2819 -1.4769 1.9876
C -0.5031 -1.5811 1.2364
H 1.3135 1.4752 -3.7770
H -2.9360 -5.3903 2.2965
C -0.8057 -3.8865 2.1905
C 6.3563 0.7333 -0.6351
C 6.8094 1.5518 0.5793
Cl -1.3270 4.4704 -0.2379
H 1.3682 1.0547 -1.0391
O -2.0500 -3.5938 2.8198
H -5.9709 -5.0939 1.0142
C 5.8078 2.6570 0.9155
H -2.3298 -5.2984 3.9553
H -1.5065 -3.2699 0.3033
H 3.0822 3.3395 2.6510
H -4.0271 3.3549 -0.0682
H -3.1086 -2.4140 1.1365
F 1.1209 -3.5041 -3.7922
H -2.7740 1.5197 -1.7845
H 0.2410 -3.4335 0.4123
H 6.2989 3.5183 1.3678
C -0.3008 -1.7772 -2.2019
H 1.7799 1.5543 2.0141
H 0.6709 -0.6882 -3.7709
C -2.6281 2.5569 -1.5441
H 7.7868 1.9858 0.3764
H -0.0034 -3.6608 2.8966
H 2.4569 2.0303 -2.5158
C -2.8111 -4.7251 3.1568
H -1.4184 -1.1946 1.6788
C -0.6424 -3.0588 0.9347
O 2.0872 3.3636 -4.0617
H -4.2224 4.0710 -1.6764
H 3.5087 3.7889 1.0082
C 1.1100 2.8483 0.4497
H 6.8966 0.8813 1.4325
H -4.7900 2.4366 -1.3356
H -2.5316 0.0490 0.6386
C -0.1098 -0.6673 0.0876
H 6.7723 1.1353 -1.5555
H -0.0970 -2.7102 -1.6794
C -3.9957 3.1567 -1.1377
O -0.6885 0.5318 -1.8079
C 1.6257 2.3173 -3.1599
F 2.5150 -2.0485 -4.5108
H -5.0624 -0.1775 1.6396
H 3.0251 3.2252 -4.2112
H -1.9497 2.3362 0.4736
C 4.6811 2.1683 1.8366
F 2.7015 -2.8340 -2.5189
C -3.1230 -0.5827 -0.0186
H 2.6416 1.3186 0.4819
H -2.8839 -1.5490 3.2180
C 3.3614 2.9409 1.6757
H 5.3343 2.9916 -0.0078
H 6.6772 -0.3034 -0.5585
C -3.6721 -0.7999 3.1507
H -1.0603 -1.9749 -2.9556
H 0.6711 3.8557 -2.0962
H -5.3740 -1.7873 2.2679
N -2.3123 -1.0902 -1.1243
H -3.1947 0.1706 3.0431
O -0.1950 0.6475 0.5337
H 1.5591 3.7036 -0.0562
H -3.7873 -4.3882 3.4856
C 0.4613 2.8203 -2.3517
H -0.4061 2.8400 -3.0073
C -1.5584 2.6818 -0.4786
H -3.9239 0.0415 -0.4150
H 1.5828 -0.6965 -2.2424
H 0.4601 3.2615 1.2195
H -4.2239 -0.8191 4.0870
C -4.5845 -1.1061 1.9582
H 5.0234 2.1985 2.8708
C 0.9524 -1.2795 -2.9075
C 2.2103 2.0620 1.1541
*
```

Results
HOMO-LUMO gap (eV): 6.90
E_HOMO (eV): -4.780

Results of the Mulliken charge analysis, in e, for atoms 1 through 2: C 0.96; C 0.26



No. 2
# C25H53FN6O10S2

A 3-piece molecular cluster, C25H53FN6O10S2 overall (the ωB97M-V functional and the def2-TZVPD basis, the OMol25 dataset).

Structure (ORCA input):
```
! RIJCOSX wB97M-V def2-TZVPD def2/J DEFGRID3
* xyz 0 1
H -2.7735 -0.0701 -0.3016
H 0.9110 3.0696 -6.7259
O -7.4684 3.9611 5.4790
H 3.8287 -0.6440 -1.1158
H 6.7808 -7.6515 -1.8208
C 4.0644 -4.5402 -3.0236
H 7.1767 -8.0395 -0.2905
O 4.0373 -2.6229 -1.3273
H -8.2174 3.5551 7.3705
C -2.6675 0.5942 1.7775
O 0.9367 2.2190 -4.8486
C -3.6222 5.4897 2.8392
C 2.4613 -5.5212 -4.6239
H 0.4393 2.9988 -3.0518
H -3.7052 1.3804 0.0454
H -3.9543 4.8264 2.0421
H 2.4501 0.4686 -4.2948
C 1.5752 -1.0795 1.0046
H -3.8964 7.0443 4.7461
H 0.6198 -3.4300 -5.5138
C -1.7985 1.7596 3.7554
H 1.2847 -1.9061 1.6472
H -7.5358 2.1919 6.4547
C 0.4862 -2.5084 -6.0901
C 2.0172 -1.5745 -0.3816
H -3.5179 1.0748 2.2551
H 2.6236 -2.0731 -4.3133
H 4.0318 -0.2411 -4.6625
H -0.8863 2.1255 4.2133
C 3.5361 -1.5231 -0.5471
C 5.7450 -5.3139 -1.4608
O 3.7435 -4.0052 0.4186
C -0.3125 0.4230 2.4128
H -2.4130 2.6367 3.5313
H 4.0467 -1.4890 0.4139
H 2.5796 -5.8528 -2.6802
C 2.4153 -1.4770 -5.2132
H 1.1632 0.5339 -6.8169
C 2.0005 1.2342 -6.7778
H -0.5798 -2.3341 -6.2240
C -2.5695 0.8609 4.7258
H 4.4332 -7.7389 -0.9401
H -2.3252 1.1446 5.7493
H -8.5303 5.5416 6.2896
H -2.5526 5.3222 3.0165
H -2.7322 -0.4712 2.0052
H 2.2696 1.5054 -7.8010
C 3.0147 -0.1021 -5.0365
C -5.1974 6.0116 6.0955
H 2.4825 3.1188 -5.8892
O -4.3849 5.1843 3.9823
O -6.3143 6.8002 5.7232
H 0.3901 4.1706 -4.3873
H 2.8950 -1.9690 -6.0672
O 4.7305 -3.8992 -3.7734
H 2.3529 -0.5112 1.5092
N 7.0310 -7.2571 -0.9212
C 5.9269 -6.4454 -0.4032
H -2.2739 -0.1810 4.6172
H -3.7706 6.5265 2.5168
H 7.3543 -5.7355 0.8308
S 0.5949 -0.0009 3.7138
H 5.8605 -5.1554 1.1884
H -7.8230 7.0923 4.4444
H -3.1601 5.6511 5.5745
H 6.1081 -5.6835 -2.4173
C -4.0747 6.0160 5.0848
H 0.9524 -2.6357 -7.0738
O 1.8065 -6.4695 -4.8850
H -8.9816 5.0745 4.6315
H 1.6763 -2.5990 -0.5205
N 2.8181 -5.1220 -3.3396
C -2.7756 0.8566 0.2669
H -9.1328 2.8394 6.0203
C 1.5906 2.5054 -6.0708
H 1.9561 3.6358 -3.7278
N -1.4753 1.1635 2.4532
H -1.9577 1.4793 -0.0841
H -3.6455 0.9654 4.6002
C -7.2060 6.2513 4.7675
S 0.1402 -0.0158 0.7761
H -6.6716 5.8635 3.8974
O 1.0145 -1.3913 -5.4147
H 1.5591 -0.9755 -1.1699
C -8.1291 3.1008 6.3767
O 3.1632 0.6257 -6.2437
H 6.3858 -4.4764 -1.1786
H -4.8144 6.4760 7.0067
H -5.4930 4.9867 6.3310
H 4.7892 -7.7136 0.6575
N 4.6689 -7.1311 -0.1632
C 0.9349 3.3162 -3.9674
C 4.0080 -3.8148 -0.7330
N 6.3740 -5.9811 0.9014
C -8.1368 5.1992 5.3241
N 4.3576 -4.8489 -1.6496
F 2.8820 -4.6499 -5.5206
*
```

Results
SMILES: CCN(CC)C(=S)SCCCOC(=O)N(CC(N)(N)N)C(=O)NC(=O)F.COCCOCCOC.COCCOCCOC
HOMO-LUMO gap (eV): 8.76
E_HOMO (eV): -8.367

Results of the Mulliken charge analysis, in e, for atoms 1 through 2: H 0.32; H 0.42



No. 3
# C25H53NO12

A 9-piece molecular cluster, C25H53NO12 overall in a non-equilibrium geometry (the ωB97M-V functional and the def2-TZVPD basis, the OMol25 dataset).

Structure (ORCA input):
```
! RIJCOSX wB97M-V def2-TZVPD def2/J DEFGRID3
* xyz 0 1
H 4.6927 2.7049 -1.7338
H 5.5129 -2.4298 -3.1012
H -0.4442 0.9548 1.5751
H 7.1428 1.8510 -3.7610
H 6.2880 3.4008 -3.9177
H -2.1715 0.2630 7.3153
C -0.6492 2.0042 -1.4955
H -1.2839 2.8526 -1.7428
H -3.1221 1.1189 -0.2339
H -5.1014 -4.0598 -5.5896
H 6.2712 -2.5262 -5.2796
H -3.7091 -1.8400 6.6439
H 4.9066 0.1628 -1.9769
O -4.3035 -2.3135 -1.2910
O 4.1599 -0.6079 1.0491
H 2.2771 6.4707 -2.0977
H -5.4867 -1.5695 3.0423
C 3.1492 1.2392 -1.3297
H 3.4496 2.6090 -2.9588
C 2.1220 0.1423 3.7316
H 0.1707 1.2608 6.0735
H -5.2565 -2.5540 1.5801
O -3.6624 -0.2764 5.3271
H 4.9683 2.3551 -5.4999
C -1.4441 1.0497 7.1365
N -0.9489 1.1581 2.4297
O 1.6669 5.7413 -1.9610
H -4.7231 -0.4547 7.1029
H 7.2350 2.7551 -5.2885
H -5.2137 -5.7337 -6.2024
C 1.4486 -1.8585 0.5745
H 3.4893 1.2266 -0.2884
C 1.8593 -1.0360 1.7807
H 1.1331 6.4901 -0.1052
C 3.6089 2.6109 -1.8722
C -0.2132 -1.1880 3.1657
C 1.1916 -0.7283 2.8905
C 3.2604 -0.4493 1.8225
H -3.3418 -5.3851 -4.8923
C -4.9983 -1.6150 2.0652
H -0.4386 1.8017 3.0206
O 1.9905 0.6847 4.7903
H -5.0904 -1.9932 -0.8372
C 5.9177 -1.6028 -4.8105
H 3.7602 0.4551 -3.2620
O 5.4466 1.7784 -4.8980
C 0.7127 2.1539 -1.5424
C -4.4521 -3.7221 -1.4567
H 0.4048 -2.1725 0.6018
H -5.2144 0.2783 1.6706
C -1.2134 0.7847 -1.1711
C -5.2178 -5.1089 -5.3056
C -2.7169 0.6442 -1.1389
H -0.2608 -1.6963 4.1392
C 0.6725 6.2024 -1.0539
C 1.6044 1.0977 -1.2718
H 5.3852 -1.0078 -5.5470
H -6.1657 -5.2350 -4.7879
H -0.4943 -1.9393 2.4237
C 6.5910 2.4921 -4.4447
H -0.9724 1.3257 8.0840
H 3.4737 -0.8382 -2.0583
C -0.3585 -0.2376 -0.8771
H 3.0826 3.4408 -1.3950
O -4.1719 -5.5020 -4.4228
H -0.8012 -1.2006 -0.6256
H -2.1915 -0.4583 2.7367
C 1.0200 -0.1114 -0.9132
O 3.2872 0.2725 2.9916
C 3.8319 0.1773 -2.2067
H -0.0307 5.3911 -0.8787
H -5.3382 -3.9366 -2.0581
H -1.5333 0.1582 4.2336
H -4.2647 0.3987 5.0023
H 0.1389 7.0577 -1.4770
H -3.1784 1.1248 -2.0085
C -4.3794 -1.0709 6.2677
O -0.4682 0.5582 6.2246
H -3.0509 -0.4003 -1.1115
H 2.0469 -2.7800 0.6239
O 5.0256 -1.9059 -3.7426
H 6.7695 -1.0292 -4.4350
H -4.5412 -4.2086 -0.4803
H 1.0452 3.1685 -1.8078
C -1.2845 -0.0398 3.1946
O -5.4480 -0.5462 1.2361
H -5.2381 -1.5477 5.7874
H -3.5741 -4.1056 -1.9681
O 1.8242 -1.2060 -0.6274
H -3.9163 -1.5600 2.1901
H -1.9559 1.9198 6.7151
*
```

Results
SMILES: Cc1ccc(C(C)C)c(OCC2=C(CCN)C(=O)OC2=O)c1.CO.CO.CO.CO.CO.CO.CO.CO
HOMO-LUMO gap (eV): 7.80
E_HOMO (eV): -8.170
ΔE to the lowest compared entry with this formula, charge and spin (kJ/mol): 0.0

Results of the Mulliken charge analysis, in e, for atoms 1 through 2: H 0.43; H 0.26